Molecular formula: C30H59ClMoP2Si2
Method: DFT, the ωB97M-V functional and the def2-TZVPD basis

The LUMO energy (spin up / spin down) is -0.60 / -1.17 eV. The net charge is 0. Its total energy is -2968.4467 Ha. As for the HOMO-LUMO gap (spin up / spin down): 5.49 / 4.93 eV. The relative energy (zero: lowest compared OMol25 entry of this formula, charge and spin) is 27.4 kcal per mole. Its expectation value of S² is 2.041. As for the HOMO energy (spin up / spin down): -6.10 / -6.10 eV. Its spin multiplicity is 3.

Geometry (Å):
Mo -0.10652 -0.00106 -0.77044
C 2.02011 -0.14235 -2.25584
C 1.26046 -1.33402 -2.41118
C -0.01553 -0.92031 -2.95772
Si 2.02436 -3.02511 -2.06557
C -0.01605 0.49649 -3.08494
C 1.25972 1.00233 -2.62073
Si 2.01947 2.72852 -2.57339
H 3.06651 -0.11626 -1.96903
H -0.77901 -1.59673 -3.34717
H -0.78115 1.09194 -3.58664
Cl -5.15242 0.15861 1.22694
C 3.87773 2.62815 -2.47931
C 1.50776 3.77872 -4.02613
C 3.88137 -2.90077 -1.98039
C 1.52094 -4.31302 -3.31627
H 2.17587 3.54437 -4.87424
H 1.63468 4.84903 -3.78488
H 0.46899 3.61148 -4.35252
H 4.20164 2.09869 -1.56983
H 4.30140 3.64571 -2.46600
H 4.28184 2.09471 -3.35362
H 2.16905 -4.20675 -4.20452
H 0.47280 -4.23025 -3.64530
H 1.68198 -5.32485 -2.90357
H 4.28890 -2.52784 -2.93258
H 4.30924 -3.89749 -1.78514
H 4.19654 -2.21736 -1.17663
C 1.36171 3.37448 -0.92325
C 1.35944 -3.37802 -0.33163
P -0.28131 2.68519 -0.53517
H 1.37137 4.47766 -0.91327
H 2.06742 3.03749 -0.13980
P -0.28845 -2.62525 -0.06993
H 2.06377 -2.91374 0.38468
H 1.36639 -4.46340 -0.13383
C -0.84847 -3.18737 1.62600
C -1.38386 -3.70509 -1.16356
C -1.37988 3.55404 -1.79374
C -0.81210 3.52148 1.07382
C -0.66050 2.56272 2.23622
H -1.88460 3.66138 0.95004
C -0.08372 4.80082 1.43840
H 0.97852 4.61220 1.66730
H -0.54672 5.17656 2.36045
H -0.16125 5.57012 0.66586
H -1.25773 1.69531 2.00574
H -1.06069 2.96876 3.17209
H 0.40391 2.33437 2.36937
H -0.93795 3.26170 -2.75524
C -1.36812 5.07770 -1.71396
C -2.80487 3.01364 -1.72734
H -0.37389 5.53438 -1.72607
H -1.90928 5.45560 -0.84017
H -1.88978 5.47297 -2.59178
H -2.88202 1.97294 -2.04936
H -3.44554 3.60405 -2.38979
H -3.23698 3.06864 -0.72125
H -0.94572 -3.58511 -2.16364
C -2.80888 -3.16095 -1.18522
C -1.37060 -5.19224 -0.81892
H -0.37562 -5.64335 -0.75663
H -1.89630 -5.73544 -1.61081
H -1.90521 -5.41308 0.11096
H -2.88482 -2.18363 -1.66690
H -3.24240 -3.05636 -0.18382
H -3.44896 -3.84869 -1.74630
C -0.68453 -2.11625 2.64149
C -0.09910 -4.37281 2.22138
H -1.91343 -3.35150 1.53854
H 0.97095 -4.14813 2.42176
H -0.15645 -5.27629 1.61110
H -0.55369 -4.58275 3.20346
H 0.40759 -2.12730 2.77453
H -1.08090 -2.35198 3.57923
H -1.35863 -1.30894 2.30656
C -2.13603 0.04784 -0.14722
H -2.76588 -0.02297 -1.05225
H -2.48898 -0.75229 0.52428
H -2.47362 0.95341 0.38206
C -1.35016 0.22168 4.58913
C 0.09552 0.06453 4.03980
C 0.86376 1.27642 4.58997
C 0.75811 -1.05906 4.89127
C 0.27524 -0.07323 2.55935
C 0.45086 0.17464 1.34708
H -1.37511 0.31706 5.70009
H -1.98820 -0.63596 4.35552
H -1.84627 1.10524 4.19328
H 0.99653 1.17294 5.69370
H 1.85649 1.25626 4.16013
H 0.40440 2.20875 4.39594
H 0.29488 -2.04877 4.79160
H 1.80540 -1.13608 4.58760
H 0.72428 -0.81153 5.95769

Molecular formula: C30H59ClN3O5S2
Method: DFT, the ωB97M-V functional and the def2-TZVPD basis

The LUMO energy is -2.44 eV. The net charge is +1. Its total energy is -2975.1945 Ha. As for the HOMO-LUMO gap: 9.62 eV. As for the HOMO energy: -12.06 eV. Its spin multiplicity is 1.

Geometry (Å):
C 4.56729 1.29220 -1.12096
C 4.46454 0.11604 -0.54807
N 3.46693 -0.87590 -0.85474
C 2.26197 -0.96139 -0.31940
N 1.90496 -0.03501 0.56737
C 0.55919 -0.12432 1.19580
C -0.38262 0.94492 0.57268
C 0.29473 2.16745 -0.04994
C 0.70944 1.99932 -1.51705
C -0.40816 1.49910 -2.45409
C -1.77509 2.17467 -2.27403
C -2.93482 1.22899 -2.65565
C -4.19265 1.63703 -1.86769
C -4.12430 1.20079 -0.41703
O -3.89660 2.32749 0.42897
C -4.28394 2.06367 1.75462
C -0.02635 -1.55181 1.18704
C -1.54874 -1.37810 1.54395
C -2.26049 -2.61100 2.15601
C -3.79624 -2.38984 2.11328
C -4.61676 -3.60012 1.60319
C -5.78455 -3.16019 0.69457
C -7.14423 -3.29894 1.41000
C -8.06518 -2.09400 1.16211
C 0.54450 -2.48106 2.28239
C 2.06124 -2.49894 2.52315
C 2.81901 -3.53898 1.66369
Cl 2.25895 -3.06673 4.24809
C 0.10287 -1.98865 -0.27708
S -0.59344 -3.57465 -0.80674
C -2.36255 -3.43902 -1.08621
O -0.03477 -3.78071 -2.11532
O -0.24232 -4.67444 0.05216
N 1.48460 -1.96597 -0.77149
H 3.72950 1.91393 -1.40895
H 5.55463 1.68775 -1.32407
H 5.20168 -0.16747 0.19333
H 3.73202 -1.56302 -1.54800
H 2.63101 0.14887 1.24856
H 0.67341 0.14426 2.24515
H -1.08185 0.54617 -0.15929
H -0.99311 1.32045 1.39022
H -0.39983 2.99734 0.04095
H 1.17600 2.46737 0.52062
H 1.01625 2.98415 -1.86537
H 1.53749 1.30235 -1.60217
H -0.07727 1.71912 -3.46863
H -0.50202 0.41129 -2.41937
H -1.97247 2.50533 -1.25660
H -1.83115 3.03390 -2.93821
H -2.71544 0.18871 -2.39561
H -3.15061 1.27781 -3.72135
H -4.27388 2.72125 -1.92154
H -5.09395 1.23577 -2.32645
H -5.05763 0.73608 -0.08102
H -3.31299 0.48248 -0.23095
H -3.78575 1.18388 2.18327
H -4.00420 2.93138 2.34687
H -5.36661 1.93657 1.84435
H -1.58059 -0.61802 2.32203
H -2.11735 -1.01872 0.69188
H -1.94448 -3.57152 1.75564
H -1.98718 -2.62308 3.20774
H -4.00375 -1.50496 1.51093
H -4.14717 -2.13113 3.11000
H -4.98335 -4.12043 2.48301
H -3.96403 -4.31224 1.10641
H -5.65580 -2.12427 0.38320
H -5.79142 -3.74616 -0.22431
H -6.95396 -3.31422 2.48132
H -7.66280 -4.21041 1.13048
H -7.63109 -1.23410 1.67090
H -9.02685 -2.29229 1.62762
H -8.20621 -1.89674 0.10243
H 0.23347 -3.51775 2.20077
H 0.11990 -2.12028 3.21596
H 2.53291 -1.52607 2.51847
H 3.27321 -4.30996 2.27011
H 3.58080 -3.06208 1.04895
H 2.08569 -4.02133 1.01564
H -0.43391 -1.24229 -0.86675
H -2.46663 -3.20394 -2.14087
H -2.81133 -4.41114 -0.92495
H -2.82372 -2.63050 -0.52786
H 1.94606 -2.86946 -0.71421
C 8.48405 5.93562 -1.83064
C 8.63333 5.30200 -0.44198
C 7.49672 4.28491 -0.27798
S 7.08943 3.72069 -1.93417
O 5.74573 4.14312 -2.24872
O 7.49443 2.34077 -2.08504
C 8.24520 4.77660 -2.79390
H 9.36555 6.50957 -2.11028
H 7.62537 6.61048 -1.83929
H 9.59607 4.79160 -0.37658
H 8.60607 6.04990 0.34866
H 7.79749 3.43073 0.32435
H 6.60424 4.74242 0.14576
H 7.81886 5.08395 -3.74607
H 9.15728 4.20309 -2.95789

Number 1 is which compound? C30H59ClMoP2Si2

What is the spin multiplicity in the second record? 1

Which of these has the lowest net charge? C30H59ClMoP2Si2